{"formula": "C4H9N2O", "method": "ωB97M-V/def2-TZVPD", "elements": ["C", "C", "C", "C", "N", "N", "O", "H", "H", "H", "H", "H", "H", "H", "H", "H"], "positions_angstrom": [[-2.340504, 0.098598, 0.417846], [-1.477482, 1.220385, -0.124735], [2.234212, -0.259850, -0.796822], [0.159825, -0.512779, 0.785364], [-0.997038, 0.365629, 0.939003], [0.791753, -0.648902, -0.643977], [0.003326, -0.848966, -1.542502], [-3.173314, 0.389160, 1.143971], [-2.745001, -0.699599, -0.313331], [-1.027217, 0.996085, -1.051361], [-1.634343, 2.232494, 0.338382], [2.494597, -0.142989, -1.757913], [2.737401, -1.075964, -0.158225], [2.504520, 0.709095, -0.332025], [-0.095317, -1.611091, 1.096948], [0.973977, -0.066500, 1.390139]], "forces_ev_per_angstrom": [[-2.07, 0.40, -0.36], [-1.00, 0.85, 2.55], [-0.66, -1.31, 4.24], [-0.46, -1.07, 1.12], [0.87, -2.44, -0.64], [-2.45, 1.24, -0.34], [2.55, 0.24, 1.32], [1.48, -0.41, -0.95], [1.58, 0.96, 1.30], [0.10, 0.70, -1.21], [0.14, -0.79, -1.53], [0.86, -0.51, -3.66], [-0.30, 1.12, -1.32], [-0.92, -0.45, 0.32], [0.56, 2.03, -0.49], [-0.30, -0.56, -0.36]], "smiles": "C[N+](=O)CN1CC1", "gap_ev": [7.11, 7.10], "total_charge": 1, "relative_energy_kcal_mol": 157.4}

***

{"formula": "C4H9N2O", "method": "ωB97M-V/def2-TZVPD", "elements": ["C", "C", "C", "C", "N", "N", "O", "H", "H", "H", "H", "H", "H", "H", "H", "H"], "positions_angstrom": [[-1.940335, 0.950298, -0.509285], [-2.097059, 0.318525, 0.835718], [3.067710, 0.015755, 0.224099], [-0.842298, -1.368402, -0.619912], [-1.429442, -0.333902, -0.221801], [1.701193, -0.082297, -0.140564], [0.971684, 0.866299, 0.097622], [-2.786720, 1.004534, -1.184229], [-1.209276, 1.740195, -0.639021], [-1.486558, 0.662079, 1.661859], [-3.056229, -0.091666, 1.132041], [3.669680, -0.273990, -0.641615], [3.232513, -0.768260, 0.974813], [3.354453, 0.996004, 0.616559], [-0.472721, -1.432817, -1.636039], [-0.676598, -2.202358, 0.049760]], "forces_ev_per_angstrom": [[-0.32, 1.16, -0.54], [-0.54, 0.35, 1.10], [1.03, 0.45, 0.47], [0.44, -0.30, -0.26], [0.32, -1.02, -0.39], [-2.27, 0.43, -0.16], [1.57, -0.80, -0.03], [-0.02, -0.21, 0.08], [0.05, -0.18, 0.10], [0.16, 0.01, -0.14], [0.03, -0.04, -0.18], [-0.10, 0.03, 0.01], [-0.03, 0.06, -0.09], [-0.11, -0.10, -0.08], [-0.09, 0.12, -0.03], [-0.11, 0.04, 0.14]], "gap_ev": 8.90, "total_charge": 1, "relative_energy_kcal_mol": 127.9}

***

{"formula": "C4H9N2O", "method": "ωB97M-V/def2-TZVPD", "elements": ["C", "C", "C", "C", "N", "N", "O", "H", "H", "H", "H", "H", "H", "H", "H", "H"], "positions_angstrom": [[0.764085, 0.360800, -0.099605], [-0.132090, -0.868775, -0.043035], [-1.646533, -0.742364, -0.350202], [2.190906, 0.408972, 0.526113], [-2.183010, 0.354055, 0.438819], [-1.452020, 1.184351, 0.818135], [0.587729, 1.134125, -1.134034], [0.214858, -1.578474, -0.802605], [-0.026135, -1.336143, 0.936669], [-1.872410, -0.475285, -1.389976], [-2.189871, -1.648669, -0.082143], [2.246762, 0.016384, 1.532751], [2.708638, 1.344668, 0.389026], [2.691930, -0.357327, -0.104177], [-3.204600, 0.420245, 0.628685], [1.301767, 1.783437, -1.264424]], "forces_ev_per_angstrom": [[0.16, 0.04, -0.70], [-0.42, 0.11, 0.02], [0.35, -0.70, -0.77], [-1.81, -1.33, -0.81], [-1.20, -0.91, -0.24], [2.29, 3.05, 1.94], [-0.03, -0.40, 0.30], [0.40, 0.02, 0.09], [0.18, 0.05, -0.06], [0.22, -0.32, 0.08], [0.25, -0.19, -0.19], [-0.16, 0.23, 0.24], [-0.12, 0.39, 0.10], [-0.05, 0.32, 0.19], [0.09, -0.30, -0.36], [-0.15, -0.06, 0.15]], "gap_ev": [8.02, 8.03], "total_charge": 1, "relative_energy_kcal_mol": 99.8}

***

{"formula": "C4H9N2O", "method": "ωB97M-V/def2-TZVPD", "elements": ["C", "C", "C", "N", "C", "N", "H", "H", "H", "H", "H", "H", "H", "H", "H", "O"], "positions_angstrom": [[-1.613860, 0.110171, -0.811115], [-0.435250, 0.623428, -0.064492], [0.326582, 1.729182, -0.303615], [1.482634, 1.588502, 0.435357], [1.382987, 0.518251, 1.205519], [0.201253, -0.044235, 0.959468], [-2.418837, 0.839855, -0.834516], [-2.072239, -0.721686, -0.280891], [-1.354626, -0.066122, -1.847050], [0.148303, 2.421004, -1.103173], [2.218198, 2.272214, 0.540269], [2.040891, 0.148328, 1.969448], [-0.117649, -0.845485, 1.489478], [-0.554008, -3.314938, -0.495745], [0.713146, -2.574320, -0.776540], [0.052482, -2.684151, -0.082402]], "forces_ev_per_angstrom": [[-0.73, 0.54, 0.77], [-0.06, 0.44, 0.21], [-0.13, -1.06, -0.70], [0.06, 0.56, 0.39], [-0.88, -0.22, 0.44], [0.67, -0.11, 0.00], [0.07, 0.41, 0.01], [0.33, -0.39, -0.41], [0.06, -0.55, -0.05], [0.37, 0.43, 0.12], [0.04, -0.02, -0.22], [0.33, 0.28, -0.02], [-0.12, -0.24, -0.56], [-0.03, 0.01, 0.34], [0.17, 0.05, 0.14], [-0.14, -0.13, -0.46]], "gap_ev": 11.04, "total_charge": 1, "relative_energy_kcal_mol": 7.1}

***

{"formula": "C4H9N2O", "method": "ωB97M-V/def2-TZVPD", "elements": ["C", "C", "C", "C", "N", "N", "O", "H", "H", "H", "H", "H", "H", "H", "H", "H"], "positions_angstrom": [[-1.515269, 1.941846, 0.264510], [1.163886, 1.281011, -0.367130], [0.182912, 0.413307, -0.164759], [2.541802, 0.927572, -0.214435], [-1.194493, 0.778891, -0.008200], [-2.344192, -1.558582, -0.128414], [-1.913177, 2.986937, 0.485777], [1.013750, 2.345208, -0.543136], [0.221741, -0.624983, -0.195586], [2.839902, 1.263414, 0.754267], [3.127207, 1.462084, -0.973443], [2.710848, -0.064984, -0.360927], [-1.874394, -0.529244, -0.029295], [-1.481858, -2.192196, -0.094100], [-2.935436, -1.517609, -0.969865], [-2.913609, -1.818826, 0.735990]], "forces_ev_per_angstrom": [[-0.36, -0.73, -0.38], [-1.46, 0.14, 0.21], [-0.54, 1.95, -0.46], [1.27, 2.20, -1.24], [0.10, 0.84, 0.01], [1.06, -0.44, 1.98], [-0.07, 0.58, 0.25], [-0.61, -0.10, 0.29], [1.00, -1.62, 0.29], [0.60, 0.10, 0.71], [0.17, -0.04, 0.33], [0.60, -2.94, -0.02], [-1.13, -0.39, 0.19], [-1.93, 0.58, -0.87], [0.56, -0.75, 0.25], [0.75, 0.62, -1.55]], "gap_ev": 9.24, "total_charge": 1, "relative_energy_kcal_mol": 52.4}

***

{"formula": "C4H9N2O", "method": "ωB97M-V/def2-TZVPD", "elements": ["C", "C", "C", "C", "N", "N", "O", "H", "H", "H", "H", "H", "H", "H", "H", "H"], "positions_angstrom": [[0.635177, -0.381604, 1.111785], [1.817552, -0.048146, 1.538292], [-1.355400, 0.410136, 0.341607], [0.264098, -0.173257, -1.501544], [-1.352565, -0.256298, 1.643957], [-0.006193, 0.412814, -0.174427], [-0.292704, -1.167986, 1.514906], [2.186659, -0.459866, 2.515374], [2.423624, 0.596198, 0.996576], [-1.934238, -0.361827, -0.292910], [-1.641592, 1.403869, 0.428279], [-0.264123, 0.334032, -2.340185], [1.357982, -0.237199, -1.704131], [-0.059917, -1.195919, -1.573323], [-0.986081, 0.447547, 2.293463], [0.403397, 1.364692, -0.032581]], "forces_ev_per_angstrom": [[-7.99, -2.01, -6.90], [9.39, 1.08, 5.75], [-2.13, -3.93, -1.38], [0.81, -0.07, -1.44], [-1.75, 2.12, 0.71], [2.84, -0.02, 2.72], [0.54, -1.60, 0.58], [-0.39, 0.68, -1.15], [1.18, 0.89, -0.75], [0.36, 2.06, 0.47], [-1.52, 1.48, -0.07], [0.45, 0.20, 0.86], [-0.76, 0.55, 0.29], [-0.43, -0.47, 0.64], [-0.36, -0.25, 0.49], [-0.25, -0.71, -0.83]], "s2": 2.01, "gap_ev": [6.84, 8.22], "spin_multiplicity": 3, "total_charge": 1, "relative_energy_kcal_mol": 105.4}

***

{"formula": "C4H9N2O2", "method": "ωB97M-V/def2-TZVPD", "elements": ["C", "C", "C", "N", "N", "C", "O", "O", "H", "H", "H", "H", "H", "H", "H", "H", "H"], "positions_angstrom": [[0.482293, -0.730195, -0.331440], [-0.604824, -1.317158, 0.615496], [-2.007124, 1.503091, -0.297125], [-2.629193, 0.274070, -0.585285], [1.457017, -0.015716, 0.393302], [2.926340, 0.222278, -0.068294], [3.411657, -0.664459, -0.799021], [3.469319, 1.330713, 0.324014], [0.931983, -1.622318, -0.758435], [0.042786, -0.115398, -1.136068], [-1.406634, -1.721360, 0.003351], [-0.880825, -0.431514, 1.056412], [-1.516762, 1.850143, 0.648695], [-2.991495, 0.654190, 0.432458], [-0.201901, -2.056100, 1.290154], [-1.615594, 1.850121, -1.254677], [1.132950, 0.989605, 0.466470]], "forces_ev_per_angstrom": [[0.04, -2.10, -0.63], [1.22, -0.34, -2.12], [0.87, -4.23, -4.51], [-0.01, 7.30, 5.54], [1.81, 3.70, 0.81], [0.41, 0.96, -0.38], [-0.58, 0.38, 0.74], [-1.94, -2.51, -0.46], [0.49, 0.20, -0.62], [-0.17, -0.43, 0.07], [-0.23, -0.12, 0.19], [-1.39, 1.40, 2.01], [-1.30, -0.12, -0.45], [-0.55, -3.72, -1.30], [0.22, -0.03, 0.24], [0.57, 1.15, 0.48], [0.53, -1.51, 0.40]], "gap_ev": 6.91, "total_charge": -1, "relative_energy_kcal_mol": 101.5}

***

{"formula": "C4H9N2O2", "method": "ωB97M-V/def2-TZVPD", "elements": ["C", "N", "C", "O", "C", "N", "C", "O", "H", "H", "H", "H", "H", "H", "H", "H", "H"], "positions_angstrom": [[-0.250490, 0.463602, 0.614453], [-1.148267, 1.060230, -0.366179], [-2.346578, 0.151885, -0.719329], [-2.790803, -0.593822, 0.259185], [0.261580, -0.846764, 0.042769], [1.568055, -1.269396, 0.523957], [2.432398, -0.284920, 0.194709], [2.447922, 1.101547, -0.138406], [0.578144, 1.121173, 0.864890], [-0.662274, 0.314529, 1.621675], [-0.709514, 1.238431, -1.277654], [-2.090377, -0.524792, -1.661090], [-3.088384, 0.942351, -1.222247], [0.231112, -0.652634, -1.058001], [-0.452086, -1.615187, 0.134241], [1.972540, 0.181557, -0.884890], [3.443919, -0.505878, 0.616783]], "forces_ev_per_angstrom": [[-0.11, 0.08, 0.18], [-1.04, 0.15, 0.31], [-0.93, -0.06, -1.07], [0.06, 0.58, -0.02], [-0.39, 0.33, -0.64], [1.73, 4.08, -2.70], [2.86, -3.18, 6.23], [-2.37, -4.14, -2.91], [-0.09, 0.23, -0.54], [-0.85, -0.17, -0.62], [0.36, -0.01, 0.71], [0.37, 0.78, 0.64], [0.72, -0.91, 0.80], [0.57, -0.35, 0.32], [-0.95, -0.91, 0.49], [0.49, 3.58, -0.38], [-0.44, -0.10, -0.80]], "gap_ev": 5.07, "total_charge": -1, "relative_energy_kcal_mol": 171.1}

***

{"formula": "C4H9N2O2", "method": "ωB97M-V/def2-TZVPD", "elements": ["C", "C", "C", "C", "N", "N", "O", "O", "H", "H", "H", "H", "H", "H", "H", "H", "H"], "positions_angstrom": [[-1.125897, -1.016469, 0.553213], [-1.813610, 0.287964, 0.889643], [-0.063961, 0.733578, -0.559748], [0.793455, -1.506128, -1.097546], [-0.071837, -0.629049, -0.365684], [1.421341, 1.413838, 0.430901], [-1.240712, -2.155102, 0.908073], [-1.108362, 1.301984, 0.155267], [-2.816933, 0.171652, 0.535374], [-2.013808, 0.563659, 1.970836], [0.024466, 1.190675, -1.560953], [0.634002, -1.564941, -2.096683], [1.819700, -1.317847, -0.896580], [0.528351, -2.382806, -0.621895], [1.395851, 2.449666, 0.143227], [2.296418, 1.119400, 0.091756], [1.341536, 1.339928, 1.520799]], "forces_ev_per_angstrom": [[2.06, -0.77, 0.11], [-0.40, -0.14, 1.10], [-1.90, -0.53, 2.22], [0.10, 0.51, 2.66], [-0.90, 2.82, -0.60], [-2.06, 2.73, 0.83], [-0.57, 1.14, -0.18], [0.78, -0.57, -0.75], [-0.73, 0.28, -0.77], [1.10, -0.45, -1.07], [0.79, -0.16, 0.68], [-0.81, 0.06, -3.03], [0.94, 0.31, 0.26], [0.00, -2.64, 0.44], [-0.08, -1.74, 1.01], [1.50, -0.92, -0.18], [0.17, 0.08, -2.73]], "gap_ev": 11.10, "total_charge": 1, "relative_energy_kcal_mol": 40.3}

***

{"formula": "C4H9N2OS", "method": "ωB97M-V/def2-TZVPD", "elements": ["C", "C", "C", "C", "N", "N", "O", "S", "H", "H", "H", "H", "H", "H", "H", "H", "H"], "positions_angstrom": [[1.430876, 0.480880, -0.025547], [-0.815299, -0.520100, 0.202423], [0.959551, 1.911880, 0.016471], [-2.888193, -1.611518, -0.118126], [2.773903, 0.343546, -0.070400], [0.525887, -0.523036, 0.060260], [-1.467292, -1.625763, 0.079963], [4.004748, -0.779055, 0.047984], [-1.471434, 0.253200, 0.500265], [1.674150, 2.678844, 0.310948], [0.313177, 2.134774, 0.840019], [0.581904, 2.125561, -0.892286], [-3.268050, -1.040933, 0.758753], [-3.048635, -2.710084, -0.356113], [-3.212536, -0.911727, -0.951909], [3.096914, 1.231198, -0.264703], [0.810330, -1.437659, -0.138004]], "forces_ev_per_angstrom": [[1.69, 1.77, 0.92], [0.75, -0.35, 0.11], [1.24, -0.85, 2.71], [-0.70, 0.87, -0.54], [-1.60, -2.17, 0.23], [-2.59, 0.15, 0.29], [2.14, -0.62, -0.85], [-1.12, -0.20, -0.04], [0.34, 1.81, 0.07], [0.96, -0.49, -0.60], [-1.33, -0.49, 0.27], [-1.77, 1.20, -2.94], [-0.54, -1.53, -0.09], [-0.77, 1.71, 0.82], [0.80, -1.23, 0.37], [1.29, 2.26, -0.32], [1.21, -1.87, -0.40]], "smiles": "CO/C=[NH+]/C(C)=[NH+]\\[S-]", "gap_ev": [7.41, 6.14], "total_charge": 1, "relative_energy_kcal_mol": 100.0}